1.
{"formula": "C53H114F17N11O25S8", "method": "ωB97M-V/def2-TZVPD", "total_energy_ev": -257260.1741, "e_lumo_ev": -1.26, "largest_force_ha_per_bohr": 0.0929, "orbital_gap_ev": 7.272, "e_homo_ev": -8.53, "species": ["C", "C", "C", "N", "C", "C", "C", "C", "C", "H", "H", "H", "H", "H", "H", "H", "H", "H", "H", "H", "H", "H", "H", "H", "H", "H", "H", "C", "C", "C", "N", "C", "C", "C", "C", "C", "H", "H", "H", "H", "H", "H", "H", "H", "H", "H", "H", "H", "H", "H", "H", "H", "H", "H", "C", "C", "C", "N", "C", "C", "C", "C", "C", "H", "H", "H", "H", "H", "H", "H", "H", "H", "H", "H", "H", "H", "H", "H", "H", "H", "H", "C", "C", "C", "N", "C", "C", "C", "C", "C", "H", "H", "H", "H", "H", "H", "H", "H", "H", "H", "H", "H", "H", "H", "H", "H", "H", "H", "C", "C", "O", "N", "H", "H", "C", "H", "H", "H", "H", "H", "H", "C", "C", "O", "N", "H", "H", "C", "H", "H", "H", "H", "H", "H", "C", "C", "O", "N", "H", "H", "C", "H", "H", "H", "H", "H", "H", "C", "O", "O", "C", "F", "F", "F", "C", "C", "H", "H", "H", "H", "H", "H", "C", "O", "O", "C", "F", "F", "F", "C", "C", "H", "H", "H", "H", "H", "H", "C", "O", "O", "C", "F", "F", "F", "C", "C", "H", "H", "H", "H", "H", "H", "N", "S", "O", "O", "F", "S", "O", "O", "F", "N", "S", "O", "O", "F", "S", "O", "O", "F", "N", "S", "O", "O", "F", "S", "O", "O", "F", "N", "S", "O", "O", "F", "S", "O", "O", "F"], "xyz": [[0.61937, -10.38652, -1.27098], [0.89878, -8.84129, -1.42540], [0.25862, -8.03858, -0.34399], [0.52260, -6.56594, -0.52326], [1.99923, -6.18672, -0.36720], [-0.26100, -5.67113, 0.33655], [-0.33609, -4.35222, -0.41057], [0.06166, -4.74058, -1.81631], [0.06755, -6.23109, -1.92748], [0.92171, -10.81732, -0.30512], [1.10433, -10.90510, -2.05104], [-0.39784, -10.52174, -1.40150], [0.48802, -8.60484, -2.34544], [1.98097, -8.72004, -1.53879], [0.69452, -8.30736, 0.59884], [-0.81568, -8.08569, -0.39625], [2.64575, -6.61407, -1.15598], [2.31353, -6.59082, 0.56135], [2.17662, -5.13866, -0.31475], [0.28497, -5.64173, 1.24046], [-1.31247, -6.05252, 0.44909], [0.41825, -3.57967, -0.10834], [-1.37650, -4.03626, -0.40361], [1.08104, -4.37019, -2.00336], [-0.50584, -4.27525, -2.60763], [0.79726, -6.60075, -2.62981], [-0.96542, -6.73968, -2.01852], [2.95275, -4.09111, 7.50803], [3.07721, -2.88091, 6.55365], [2.00939, -2.89856, 5.37266], [2.25913, -1.85732, 4.40605], [2.08133, -0.48133, 5.02286], [1.19735, -2.07781, 3.29121], [1.83822, -1.66198, 1.95159], [3.32363, -1.34598, 2.29619], [3.59901, -1.82619, 3.74442], [3.00599, -5.04140, 6.96146], [1.98641, -4.05203, 8.05137], [3.80650, -4.13385, 8.17125], [4.05762, -2.79849, 6.11294], [2.97088, -1.92589, 7.16981], [1.03794, -2.77027, 5.80285], [2.10356, -3.83805, 4.86700], [3.00229, -0.17779, 5.53651], [1.25928, -0.46199, 5.75581], [1.92329, 0.25814, 4.27243], [0.29138, -1.53020, 3.54461], [1.03094, -3.20394, 3.31638], [1.20604, -0.84105, 1.50726], [1.84880, -2.53997, 1.32230], [3.48711, -0.28163, 2.20583], [4.07680, -1.82806, 1.69500], [4.29469, -1.19565, 4.37788], [4.05948, -2.84446, 3.75197], [-4.84637, 6.82073, -2.67796], [-4.15250, 5.89194, -3.69846], [-2.82423, 5.38090, -3.17897], [-1.69699, 5.48521, -4.29136], [-1.32518, 6.91561, -4.44778], [-2.01241, 5.02666, -5.71047], [-0.85634, 4.10254, -6.09588], [0.21891, 4.35908, -5.07523], [-0.53633, 4.73804, -3.71619], [-4.45787, 6.61360, -1.66827], [-5.91066, 6.60895, -2.70572], [-4.68596, 7.87360, -3.01602], [-3.94160, 6.61235, -4.50659], [-4.73941, 5.07178, -4.08219], [-2.79206, 4.34838, -2.88888], [-2.40429, 5.96644, -2.37686], [-0.99502, 7.45034, -3.51203], [-2.24536, 7.39672, -4.85826], [-0.55987, 7.11195, -5.18033], [-2.14548, 5.94824, -6.20834], [-2.85835, 4.35740, -5.65023], [-0.46475, 4.20419, -7.12903], [-1.28151, 3.02096, -6.02126], [0.84741, 5.23893, -5.32297], [0.89531, 3.50888, -5.04075], [0.05942, 5.42895, -3.07074], [-0.88551, 3.84954, -3.18449], [4.60028, 2.14211, 0.12655], [4.00654, 0.90540, -0.47501], [3.90003, 1.09801, -1.92581], [5.04406, 0.53642, -2.75807], [4.97601, -1.06823, -2.66631], [6.44952, 0.97182, -2.24134], [7.37950, 0.82331, -3.44312], [6.54957, 0.87781, -4.75427], [5.11014, 1.03583, -4.21311], [4.83660, 2.04859, 1.14432], [3.86147, 2.97465, 0.13822], [5.42131, 2.48960, -0.47856], [3.05235, 0.58112, -0.06154], [4.79792, 0.15523, -0.19366], [3.81280, 2.14759, -2.16288], [3.04905, 0.55861, -2.36682], [5.78989, -1.44086, -3.34202], [3.96990, -1.28961, -2.99764], [5.26487, -1.22193, -1.64918], [6.81527, 0.21928, -1.53865], [6.32840, 1.95326, -1.98564], [7.83770, -0.15532, -3.37895], [8.12172, 1.60211, -3.55839], [6.70369, -0.10740, -5.19897], [6.80930, 1.70656, -5.37173], [4.33607, 0.49791, -4.87063], [4.75457, 2.04593, -4.21320], [-1.79140, 1.52071, 4.31626], [-2.75178, 2.56312, 3.87446], [-3.17351, 2.73139, 2.73691], [-3.27902, 3.30300, 4.88745], [-2.81121, 3.20115, 5.80615], [-2.66185, 2.14896, 1.32730], [-4.31283, 4.33689, 4.74790], [-2.11520, 0.49923, 4.03502], [-1.53897, 1.48504, 5.37602], [-0.85305, 1.64405, 3.77670], [-5.01720, 4.08330, 3.91747], [-3.92308, 5.36710, 4.56957], [-4.82751, 4.31167, 5.68319], [-5.65441, 2.06525, -4.48775], [-4.15033, 1.80434, -4.66238], [-3.41325, 2.67664, -5.11717], [-3.68460, 0.60660, -4.33546], [-8.54232, -4.93993, -3.15796], [-2.66373, 0.61300, -4.59022], [-4.20129, -0.37146, -3.40374], [-5.89451, 2.83937, -3.74194], [-6.18649, 1.10576, -4.32958], [-5.98561, 2.34757, -5.47181], [-3.38541, -0.46919, -2.69677], [-4.43352, -1.32973, -3.95918], [-5.11539, -0.03828, -2.90954], [-2.11020, 5.77151, 0.78737], [-1.98753, 7.10361, -0.02863], [-1.36330, 7.18408, -1.05627], [-2.55132, 8.19448, 0.58039], [-3.02556, 8.06862, 1.45399], [4.57886, 5.16827, 5.15877], [-2.11071, 9.54012, 0.30532], [-1.32954, 5.11666, 0.37659], [-3.07165, 5.38956, 0.50113], [-2.13482, 5.87223, 1.86813], [-2.72014, 10.31659, 0.70723], [-2.12081, 9.71181, -0.80307], [-1.07601, 9.68698, 0.62348], [2.48801, -5.94611, 3.00335], [2.50732, -6.23915, 4.50063], [1.92369, -4.83094, 2.65090], [4.17228, -6.06432, 2.80043], [5.05174, -5.28185, 3.49912], [4.57330, -7.34454, 3.11198], [4.41350, -5.81905, 1.50719], [1.35991, -6.92308, 4.91957], [0.23231, -6.04700, 5.48071], [-0.26461, -5.40482, 4.66992], [-0.48017, -6.64733, 6.02305], [0.77171, -5.41306, 6.17029], [1.64939, -7.59429, 5.74159], [0.99829, -7.59093, 4.14334], [2.17241, -6.90695, 2.65004], [-1.17160, 1.17639, 0.30277], [-1.18654, 0.14590, 1.28733], [-2.31019, 1.90630, 0.37642], [0.04063, 2.07558, 0.73834], [1.28529, 1.54211, 0.76701], [0.18934, 3.04916, -0.25521], [-0.17750, 2.71259, 1.93795], [-1.96172, -0.94558, 0.70189], [-2.34562, -1.80088, 1.87410], [-2.79505, -2.73409, 1.42597], [-1.40186, -2.04973, 2.41766], [-3.01006, -1.21254, 2.54778], [-1.34875, -1.51526, -0.00050], [-2.82911, -0.43177, 0.15280], [-1.00168, 0.84394, -0.75784], [2.77456, 8.86644, -2.96423], [4.11955, 5.94545, 4.97314], [1.61416, 8.76136, -3.24042], [3.41430, 7.79039, -2.07400], [2.74747, 7.69641, -0.95369], [3.35680, 6.45485, -2.61717], [4.67134, 8.16552, -1.79716], [3.39423, 5.68646, 3.75676], [3.18650, 4.20612, 3.61516], [2.69573, 3.89409, 4.49937], [2.31742, 4.12113, 2.86606], [4.02123, 3.53364, 3.29860], [3.91582, 6.10598, 2.87042], [2.38461, 6.17348, 3.82514], [3.34471, 9.76189, -2.92136], [-0.77007, 3.07358, 7.01077], [0.53494, 3.30463, 6.15027], [0.92879, 2.26277, 5.22918], [1.53743, 4.08802, 6.81176], [-0.20808, 4.33466, 5.20471], [-0.55288, 1.81879, 8.11633], [0.46251, 0.90967, 7.81733], [-1.80848, 1.37727, 8.53114], [-0.05276, 2.62787, 9.47116], [-8.63809, -4.00069, -2.70187], [-9.60905, -3.82496, -1.34979], [-10.99820, -3.52097, -1.59147], [-8.93889, -3.09866, -0.34186], [-9.53243, -5.42818, -0.96932], [-7.73412, -2.86537, -3.42497], [-6.68372, -3.45087, -4.16485], [-7.73442, -1.69774, -2.61289], [-8.75825, -2.49681, -4.52527], [-3.13045, -6.77595, -3.72303], [-2.80391, -8.26673, -3.43254], [-2.42133, -8.60084, -2.09907], [-2.07415, -8.79188, -4.50983], [-4.26550, -9.05915, -3.59810], [-3.98607, -5.78000, -2.84570], [-3.25033, -4.61654, -2.69907], [-4.69162, -6.27796, -1.69336], [-5.10489, -5.35562, -3.88132], [1.56010, -0.30439, -3.90900], [0.59349, 0.75611, -4.77634], [1.38431, 1.28230, -5.84238], [-0.39158, 1.40689, -3.97751], [-0.26729, -0.32023, -5.44645], [0.88352, -1.25212, -2.86836], [-0.46581, -0.86223, -2.63005], [1.78361, -1.51828, -1.82329], [0.95837, -2.65465, -3.73417]], "lowdin_charge": [-0.05, -0.21, -0.11, -0.25, 0.05, -0.09, -0.12, -0.19, -0.08, 0.08, 0.06, 0.04, 0.07, 0.12, 0.13, 0.12, 0.12, 0.06, 0.09, 0.10, 0.17, 0.11, 0.11, 0.10, 0.11, 0.13, 0.14, -0.09, -0.18, -0.15, -0.25, 0.02, -0.08, -0.11, -0.12, -0.09, 0.06, 0.09, 0.07, 0.09, 0.12, 0.14, 0.09, 0.11, 0.10, 0.08, 0.11, 0.11, 0.11, 0.08, 0.09, 0.10, 0.14, 0.13, -0.07, -0.21, -0.07, -0.24, -0.02, -0.09, -0.15, -0.15, -0.06, 0.07, 0.07, 0.09, 0.09, 0.09, 0.12, 0.08, 0.11, 0.10, 0.10, 0.11, 0.08, 0.13, 0.12, 0.11, 0.07, 0.14, 0.11, -0.09, -0.24, -0.14, -0.20, 0.10, -0.08, -0.15, -0.12, -0.09, 0.06, 0.10, 0.06, 0.10, 0.12, 0.14, 0.09, 0.12, 0.08, 0.08, 0.14, 0.09, 0.10, 0.12, 0.11, 0.11, 0.15, 0.12, 0.00, -0.50, 0.02, 0.03, 0.12, 0.10, -0.06, 0.09, 0.05, 0.06, 0.09, 0.09, 0.07, 0.02, -0.52, -0.01, 0.03, 0.16, 0.14, -0.04, 0.09, 0.07, 0.08, 0.08, 0.11, 0.08, 0.04, -0.53, 0.02, 0.00, 0.13, 0.04, -0.08, 0.08, 0.07, 0.08, 0.07, 0.09, 0.09, -0.42, -0.15, -0.15, -0.48, 0.09, 0.09, 0.10, -0.30, -0.06, 0.10, 0.07, 0.04, 0.12, 0.10, 0.10, -0.36, -0.11, 0.00, -0.43, 0.11, 0.07, 0.12, -0.24, -0.06, 0.10, 0.06, 0.09, 0.10, 0.15, 0.17, -0.10, -0.06, 0.13, -0.54, 0.19, 0.05, 0.14, -0.31, -0.10, 0.02, 0.10, 0.08, 0.10, 0.12, 0.13, -0.30, 0.47, -0.32, -0.26, -0.18, 0.52, -0.27, -0.26, -0.22, -0.21, 0.67, -0.23, -0.21, -0.17, 0.56, -0.21, -0.23, -0.14, -0.30, 0.49, -0.30, -0.27, -0.23, 0.45, -0.27, -0.28, -0.19, -0.31, 0.52, -0.27, -0.27, -0.15, 0.47, -0.28, -0.28, -0.20]}

---

2.
{"formula": "C12H14N3O4S4SbW", "method": "ωB97M-V/def2-TZVPD", "total_energy_ev": -77029.6748, "charge": 1, "e_lumo_ev": [-5.94, -6.23], "spin_multiplicity": 2, "largest_force_ha_per_bohr": 0.0663, "orbital_gap_ev": [5.895, 5.599], "e_homo_ev": [-11.84, -11.82], "species": ["W", "N", "C", "S", "N", "N", "C", "C", "C", "C", "C", "C", "C", "O", "H", "H", "H", "H", "H", "H", "H", "C", "C", "C", "O", "C", "O", "O", "H", "H", "H", "H", "H", "H", "H", "S", "Sb", "S", "S"], "xyz": [[-1.29094, 0.42284, 0.08530], [-2.12020, -3.52073, -1.76523], [-1.79148, -2.42292, -1.11980], [-2.64329, -0.96103, -1.60352], [-0.92634, -2.60146, -0.15693], [-0.48570, -1.50565, 0.53898], [0.28003, -1.88341, 1.55634], [0.70851, -0.90940, 2.51420], [0.93863, -1.21613, 3.87153], [1.14944, -0.14553, 4.76346], [1.27081, 1.19723, 4.29118], [1.11565, 1.52319, 2.94628], [0.71217, 0.44900, 2.12426], [0.51457, 0.73028, 0.84183], [-2.67435, -3.50438, -2.59662], [-1.59090, -4.35222, -1.57787], [0.39262, -2.95050, 1.63478], [0.91650, -2.24631, 4.23004], [1.24169, -0.33379, 5.83301], [1.49162, 1.91929, 5.08832], [1.29841, 2.50821, 2.53599], [2.37762, 1.17981, -2.95200], [0.94914, 0.79423, -2.84633], [0.24256, 0.61769, -4.17742], [0.83411, -0.38549, -2.04909], [0.25663, 1.92911, -2.13298], [0.57358, 3.09980, -2.21612], [-0.88421, 1.58469, -1.50062], [2.84654, 0.23957, -3.29998], [2.80187, 1.50193, -1.98439], [2.56112, 1.95352, -3.71388], [0.94324, -0.04835, -4.71341], [0.20739, 1.54822, -4.79074], [-0.75360, 0.13848, -4.04059], [0.09037, -0.93475, -2.34366], [-4.59561, 2.39917, 3.29464], [-2.40169, 1.74134, 2.97155], [-2.87298, -0.25880, 1.65430], [-1.68351, 2.70322, 0.80520]], "nbo_charge": [1.48, -0.76, 0.27, -0.03, -0.41, -0.35, 0.21, -0.23, -0.12, -0.23, -0.14, -0.29, 0.40, -0.68, 0.41, 0.42, 0.25, 0.24, 0.24, 0.24, 0.26, -0.62, 0.13, -0.63, -0.69, 0.77, -0.51, -0.72, 0.22, 0.24, 0.25, 0.23, 0.25, 0.22, 0.48, -0.20, 0.94, -0.29, -0.26]}